# C28H71BF3I2O9P

C28H71BF3I2O9P as an isolated structure (wB97M-V/def2-TZVPD, OMol25).

Output
LUMO level: 0.13 eV
Frontier orbital gap: 8.556 eV
Strongest force on any atom: 2.78 eV/Å

Structure (ORCA input):
```
! RIJCOSX wB97M-V def2-TZVPD def2/J DEFGRID3
* xyz 0 1
I -4.45027 0.22451 -4.35851
I -0.98245 -3.67024 -6.24654
P -1.84757 -1.78096 -4.64770
F -4.91118 -5.01280 -3.77698
F -5.79993 -3.54118 -2.54233
F -4.01316 -4.43587 -1.91525
O -4.02871 -3.06743 -3.65376
O 0.63772 -0.70541 -5.37696
O 4.95325 7.76482 5.53584
O -5.62984 -6.11762 0.16488
O 1.15332 -0.65799 1.65544
O -9.44720 -7.60688 -1.61125
O 5.01683 2.88652 3.23090
O -0.47749 -5.02577 -2.87574
O 4.34344 6.78793 0.60646
C -2.44254 -0.26284 -3.60832
C 5.37140 5.13295 4.05715
C -1.53173 0.94838 -3.75820
C 5.17522 10.14442 5.89450
C 3.48013 -1.30618 1.70165
C -0.27408 -7.20142 -3.90021
C 5.91855 8.21188 -0.54656
C 0.24135 -1.82168 -1.77479
C -5.53731 -5.89240 1.57168
C -2.16302 2.30969 -3.41926
C 5.32756 7.80542 0.79478
C -2.60533 -3.02925 -3.49764
C 4.21824 8.97320 5.73131
C -4.19417 -5.26052 1.90618
C 0.46023 -6.03120 -3.26813
C 2.63215 0.59080 3.10998
C -8.45399 -6.58824 -1.45782
C -7.80446 -6.26966 -2.79247
C -6.69043 -5.01858 2.04001
C 5.99598 3.91683 3.39105
C 1.28361 -6.46851 -2.06626
C -9.09080 -5.35053 -0.84316
C -4.65536 -4.02195 -2.96794
C 2.48639 -0.15862 1.79574
C 3.29956 8.83441 6.93565
C 0.87539 -1.98153 -3.17930
C 4.71349 8.99454 1.51722
C 6.58506 4.28638 2.04030
B 0.02921 -1.45195 -4.38614
H 4.55921 5.53249 3.44423
H -8.54484 -5.90706 -3.51231
H -2.60261 2.78351 -4.27824
H -2.20384 -3.98072 -3.79445
H 3.89825 9.42260 0.92700
H 5.81520 9.99674 6.76865
H 3.63864 7.15092 0.05734
H -4.09018 -4.29492 1.40297
H -7.69778 -6.98892 -0.78674
H -0.70048 0.87636 -3.07197
H 5.49187 7.61664 6.32237
H -6.66041 -4.04522 1.54198
H 0.99037 -1.27026 2.38227
H -10.12607 -7.26847 -2.20666
H 0.83646 -1.14663 -1.18568
H 3.30650 -2.02895 2.50358
H 3.88219 8.64666 7.84165
H -9.54765 -5.59188 0.11754
H 6.69437 8.96900 -0.42473
H 6.10562 7.36364 1.41841
H 2.62272 7.98990 6.80437
H 4.29415 8.68215 2.47453
H -6.65178 -4.85650 3.11820
H -2.27398 -2.80221 -2.49539
H -1.06877 -5.41395 -2.21917
H 6.35142 7.34752 -1.05092
H 0.42242 -7.97108 -4.23502
H 0.25090 -2.76595 -1.25726
H 1.91135 1.40813 3.16624
H 1.19858 -1.32750 -5.87094
H -0.86045 -6.86469 -4.75571
H 2.43280 -0.07455 3.95500
H 4.31810 3.23656 2.66463
H 5.82802 10.22840 5.02489
H -0.75992 -1.41369 -1.77712
H 1.79951 -5.61512 -1.62326
H -7.03604 -5.51411 -2.67825
H -7.64565 -5.48030 1.79132
H 2.64301 0.52909 0.96334
H 5.45488 9.77411 1.69884
H -5.60800 -6.87344 2.04230
H 6.10422 5.92320 4.21063
H -4.08574 -5.10377 2.98030
H -2.61944 -0.53076 -2.58016
H -3.37684 -5.89587 1.56258
H 6.77444 3.50173 4.03281
H -9.88344 -4.96526 -1.49121
H 5.14123 8.61513 -1.20150
H -0.96863 -7.65009 -3.18400
H 4.50710 -0.94669 1.77683
H 0.63782 -6.89475 -1.29353
H 4.63512 11.08429 6.01687
H 2.02588 -7.21637 -2.34710
H 7.02999 3.41598 1.55548
H 2.70573 9.73675 7.08777
H 3.36418 -1.83718 0.75552
H -2.61543 -1.33198 -5.72763
H 5.80040 4.66350 1.37824
H 1.11144 -5.56634 -4.00956
H -1.17527 1.04242 -4.77026
H -7.35818 -7.17001 -3.21613
H 3.61976 9.11408 4.83035
H 3.63488 1.00092 3.22215
H 4.94358 4.86365 5.02313
H -8.35470 -4.55924 -0.69043
H -1.34764 2.95097 -3.10608
H 7.35210 5.05624 2.14354
H -5.56818 -5.26343 -0.27875
H 1.16962 -3.01134 -3.33343
H -2.83076 2.25126 -2.57618
H 1.79163 -1.41080 -3.18757
*
```